Density functional theory data (ωB97M-V/def2-TZVPD) for 12 unconnected molecules or ions with the total composition C45H121N7O18 in a non-equilibrium geometry.

The HOMO energy is -0.30885 hartree. As for the gap between HOMO and LUMO: 8.888 eV. As for the SMILES: COC[C@H](C)N.COCCNCCOC.COCCNCCOC.COCCNCCOC.COCCNCCOC.COCCNCCOC.COCCNCCOC.CO.CO.CO.CO.CO. Its energy relative to the best compared isomer or geometry (same formula, charge and spin) is 11.8 kcal/mol. As for the net charge: 0.

Bonds (Å) are listed after each position.
CARTESIAN COORDINATES (ANGSTROEM)
1 C -1.6397 3.2625 -2.7889  O2 1.401, H10 1.095, H11 1.103, H12 1.090
2 O -0.6593 4.1817 -2.3911  C1 1.401, C3 1.408
3 C -0.7909 5.4795 -2.9215  O2 1.408, C4 1.533, H13 1.097, H14 1.097
4 C 0.1660 6.4097 -2.1670  C3 1.533, N5 1.454, H15 1.093, H16 1.095
5 N -0.2010 6.4153 -0.7603  C4 1.454, C6 1.462, H17 1.018
6 C 0.6168 7.3310 0.0328  N5 1.462, C7 1.509, H18 1.092, H19 1.101
7 C 0.4756 6.9871 1.4950  C6 1.509, O8 1.405, H20 1.099, H21 1.096
8 O 1.2075 5.8177 1.7629  C7 1.405, C9 1.406
9 C 1.1183 5.3690 3.0927  O8 1.406, H22 1.088, H23 1.094, H24 1.099
10 H -1.7973 3.2686 -3.8727  C1 1.095
11 H -2.6132 3.5006 -2.3295  C1 1.103
12 H -1.3914 2.2818 -2.3841  C1 1.090
13 H -1.8136 5.8480 -2.7740  C3 1.097
14 H -0.5754 5.4668 -3.9971  C3 1.097
15 H 0.0189 7.3788 -2.6506  C4 1.093
16 H 1.1958 6.0816 -2.3412  C4 1.095
17 H -0.0102 5.4644 -0.4524  N5 1.018
18 H 0.2670 8.3472 -0.1579  C6 1.092
19 H 1.6774 7.2342 -0.2479  C6 1.101
20 H -0.6090 6.8679 1.6275  C7 1.099
21 H 0.8258 7.8037 2.1363  C7 1.096
22 H 1.5540 4.3768 3.1848  C9 1.088
23 H 0.0783 5.3946 3.4318  C9 1.094
24 H 1.6904 6.0321 3.7574  C9 1.099
25 C -3.0231 -2.1022 2.2539  O26 1.400, H34 1.098, H35 1.089, H36 1.098
26 O -3.5519 -2.5814 3.4578  C25 1.400, C27 1.425
27 C -2.6662 -2.3201 4.5431  O26 1.425, C28 1.525, H37 1.094, H38 1.098
28 C -3.3471 -2.7110 5.8506  C27 1.525, N29 1.468, H39 1.093, H40 1.090
29 N -3.5888 -4.1574 5.9179  C28 1.468, C30 1.464, H41 1.012
30 C -2.3902 -4.8867 6.3342  N29 1.464, C31 1.533, H42 1.101, H43 1.093
31 C -1.7680 -4.5073 7.6828  C30 1.533, O32 1.398, H44 1.100, H45 1.095
32 O -0.7278 -3.5828 7.5471  C31 1.398, C33 1.418
33 C -0.1223 -3.2895 8.7958  O32 1.418, H46 1.090, H47 1.094, H48 1.091
34 H -2.7976 -1.0289 2.3081  C25 1.098
35 H -3.6992 -2.2642 1.4160  C25 1.089
36 H -2.0598 -2.5658 2.0020  C25 1.098
37 H -2.2870 -1.2947 4.4991  C27 1.094
38 H -1.8230 -3.0024 4.3729  C27 1.098
39 H -4.2875 -2.1633 5.9545  C28 1.093
40 H -2.7354 -2.3296 6.6685  C28 1.090
41 H -3.8778 -4.4570 4.9954  N29 1.012
42 H -1.6410 -4.7856 5.5340  C30 1.101
43 H -2.6548 -5.9467 6.3414  C30 1.093
44 H -1.3447 -5.4766 7.9836  C31 1.100
45 H -2.5638 -4.2778 8.3990  C31 1.095
46 H 0.6822 -2.5781 8.6082  C33 1.090
47 H 0.3549 -4.2009 9.1680  C33 1.094
48 H -0.8321 -2.8289 9.4843  C33 1.091
49 C 2.5463 -5.0797 3.3300  O50 1.407, H58 1.092, H59 1.095, H60 1.093
50 O 2.5296 -3.9054 4.1057  C49 1.407, C51 1.434
51 C 1.1931 -3.4880 4.4176  O50 1.434, C52 1.511, H61 1.094, H62 1.096
52 C 1.3489 -2.3227 5.3675  C51 1.511, N53 1.487, H63 1.091, H64 1.092
53 N 1.9312 -1.1039 4.7455  C52 1.487, C54 1.470, H65 1.025
54 C 0.9395 -0.4481 3.8811  N53 1.470, C55 1.510, H66 1.096, H67 1.096
55 C 1.5108 0.6915 3.0715  C54 1.510, O56 1.418, H68 1.098, H69 1.098
56 O 2.3033 0.1469 2.0293  C55 1.418, C57 1.415
57 C 3.2494 1.0318 1.4590  O56 1.415, H70 1.092, H71 1.090, H72 1.093
58 H 2.1645 -5.9467 3.8730  C49 1.092
59 H 3.6031 -5.2848 3.1313  C49 1.095
60 H 2.1190 -4.9525 2.3323  C49 1.093
61 H 0.6214 -4.3142 4.8497  C51 1.094
62 H 0.7326 -3.1775 3.4726  C51 1.096
63 H 2.0165 -2.6330 6.1728  C52 1.091
64 H 0.3939 -2.0777 5.8379  C52 1.092
65 H 2.5580 -1.5410 4.0627  N53 1.025
66 H 0.1760 -0.0172 4.5383  C54 1.096
67 H 0.4111 -1.1224 3.1973  C54 1.096
68 H 2.1028 1.4143 3.6477  C55 1.098
69 H 0.7314 1.3298 2.6343  C55 1.098
70 H 2.7008 1.8886 1.0615  C57 1.092
71 H 3.7694 0.6348 0.5869  C57 1.090
72 H 4.0047 1.3232 2.1936  C57 1.093
73 C 2.3514 2.3668 -2.6031  O74 1.398, H82 1.094, H83 1.093, H84 1.101
74 O 3.1970 2.6994 -1.5409  C73 1.398, C75 1.409
75 C 2.9544 4.0159 -1.1015  O74 1.409, C76 1.525, H85 1.103, H86 1.098
76 C 3.7681 4.4121 0.1258  C75 1.525, N77 1.451, H87 1.097, H88 1.086
77 N 5.1778 4.4818 -0.2118  C76 1.451, C78 1.466, H89 1.010
78 C 6.0434 4.9628 0.8688  N77 1.466, C79 1.516, H90 1.094, H91 1.099
79 C 5.8448 6.4032 1.2966  C78 1.516, O80 1.414, H92 1.095, H93 1.101
80 O 4.6684 6.4918 2.0765  C79 1.414, C81 1.411
81 C 4.2957 7.8269 2.3396  O80 1.411, H94 1.094, H95 1.097, H96 1.090
82 H 2.6046 1.3735 -2.9858  C73 1.094
83 H 2.3235 3.0955 -3.4174  C73 1.093
84 H 1.3190 2.1817 -2.2692  C73 1.101
85 H 1.8951 4.1564 -0.8293  C75 1.103
86 H 3.1202 4.7188 -1.9290  C75 1.098
87 H 3.5645 3.7440 0.9721  C76 1.097
88 H 3.4269 5.3874 0.4601  C76 1.086
89 H 5.5614 3.6172 -0.5645  N77 1.010
90 H 7.0846 4.8953 0.5387  C78 1.094
91 H 5.9618 4.2799 1.7263  C78 1.099
92 H 5.9366 7.0959 0.4529  C79 1.095
93 H 6.7124 6.6590 1.9245  C79 1.101
94 H 4.1005 8.3867 1.4206  C81 1.094
95 H 5.0680 8.3128 2.9486  C81 1.097
96 H 3.3905 7.8203 2.9473  C81 1.090
97 C 1.5644 -3.2235 -5.0926  O98 1.393, H106 1.088, H107 1.094, H108 1.104
98 O 2.6139 -3.1035 -4.1843  C97 1.393, C99 1.418
99 C 2.2965 -3.5043 -2.8613  O98 1.418, C100 1.519, H109 1.098, H110 1.099
100 C 3.5011 -3.1603 -2.0021  C99 1.519, N101 1.443, H111 1.095, H112 1.098
101 N 4.5981 -4.0452 -2.3103  C100 1.443, C102 1.461, H113 1.012
102 C 5.7292 -3.8272 -1.4113  N101 1.461, C103 1.513, H114 1.092, H115 1.100
103 C 6.9159 -4.6766 -1.8097  C102 1.513, O104 1.411, H116 1.094, H117 1.096
104 O 7.3279 -4.2780 -3.0989  C103 1.411, C105 1.413
105 C 8.5381 -4.8552 -3.5436  O104 1.413, H118 1.096, H119 1.085, H120 1.095
106 H 1.8837 -3.1744 -6.1314  C97 1.088
107 H 0.7350 -2.5395 -4.8906  C97 1.094
108 H 1.0595 -4.2023 -5.0219  C97 1.104
109 H 2.0864 -4.5812 -2.8320  C99 1.098
110 H 1.3550 -3.0486 -2.5246  C99 1.099
111 H 3.1930 -3.3407 -0.9674  C100 1.095
112 H 3.7846 -2.1072 -2.1264  C100 1.098
113 H 4.9385 -3.9868 -3.2617  N101 1.012
114 H 5.4025 -4.0686 -0.3975  C102 1.092
115 H 6.0506 -2.7751 -1.4174  C102 1.100
116 H 6.6716 -5.7424 -1.8023  C103 1.094
117 H 7.7184 -4.4899 -1.0867  C103 1.096
118 H 9.3388 -4.6117 -2.8355  C105 1.096
119 H 8.7374 -4.4232 -4.5183  C105 1.085
120 H 8.4585 -5.9466 -3.5697  C105 1.095
121 C -4.1146 1.0948 -0.3240  O122 1.408, H130 1.098, H131 1.097, H132 1.090
122 O -4.9876 1.6877 -1.2554  C121 1.408, C123 1.407
123 C -6.2773 1.8136 -0.7085  O122 1.407, C124 1.515, H133 1.099, H134 1.097
124 C -7.1823 2.4058 -1.7691  C123 1.515, N125 1.464, H135 1.100, H136 1.089
125 N -7.3953 1.4625 -2.8678  C124 1.464, C126 1.464, H137 1.017
126 C -8.4078 1.9533 -3.8042  N125 1.464, C127 1.518, H138 1.099, H139 1.093
127 C -8.7730 0.9247 -4.8586  C126 1.518, O128 1.407, H140 1.098, H141 1.101
128 O -10.0106 1.2656 -5.4354  C127 1.407, C129 1.416
129 C -10.3486 0.3919 -6.4973  O128 1.416, H142 1.085, H143 1.093, H144 1.097
130 H -4.4836 0.1294 0.0454  C121 1.098
131 H -4.0132 1.7588 0.5434  C121 1.097
132 H -3.1039 0.8547 -0.6552  C121 1.090
133 H -6.2826 2.4658 0.1760  C123 1.099
134 H -6.6878 0.8621 -0.3494  C123 1.097
135 H -6.6324 3.2762 -2.1567  C124 1.100
136 H -8.1246 2.7454 -1.3416  C124 1.089
137 H -6.5330 1.4704 -3.4065  N125 1.017
138 H -8.1087 2.8763 -4.3208  C126 1.099
139 H -9.2907 2.2186 -3.2170  C126 1.093
140 H -8.8030 -0.0958 -4.4556  C127 1.098
141 H -7.9936 0.8840 -5.6356  C127 1.101
142 H -11.3636 0.6166 -6.8072  C129 1.085
143 H -10.2034 -0.6524 -6.2109  C129 1.093
144 H -9.6740 0.5994 -7.3367  C129 1.097
145 C -2.8626 -3.8599 -1.3889  C146 1.534, H151 1.093, H152 1.091, H153 1.084
146 C -2.0708 -3.0719 -2.4408  C145 1.534, C147 1.543, N150 1.494, H154 1.090
147 C -2.4147 -3.4521 -3.8961  C146 1.543, O148 1.427, H155 1.096, H156 1.097
148 O -1.6773 -2.6310 -4.8014  C147 1.427, C149 1.416
149 C -1.7847 -3.0935 -6.1353  O148 1.416, H157 1.093, H158 1.088, H159 1.093
150 N -2.4532 -1.6591 -2.1393  C146 1.494, H160 1.019, H161 1.015
151 H -2.4683 -4.8791 -1.3729  C145 1.093
152 H -3.9229 -3.9479 -1.6293  C145 1.091
153 H -2.7385 -3.3590 -0.4357  C145 1.084
154 H -0.9883 -3.1261 -2.3296  C146 1.090
155 H -3.4950 -3.3925 -4.0711  C147 1.096
156 H -2.1592 -4.5009 -4.0914  C147 1.097
157 H -1.4111 -4.1190 -6.1970  C149 1.093
158 H -1.1997 -2.4464 -6.7851  C149 1.088
159 H -2.8091 -3.0918 -6.5173  C149 1.093
160 H -3.4422 -1.5352 -2.3516  N150 1.019
161 H -2.0116 -1.0640 -2.8330  N150 1.015
162 C 0.0407 -4.2469 0.3926  O163 1.429, H164 1.096, H165 1.088, H166 1.091
163 O -0.6438 -5.0191 1.3810  C162 1.429, H167 0.962
164 H 0.0733 -4.7287 -0.5908  C162 1.096
165 H -0.5594 -3.3426 0.3203  C162 1.088
166 H 1.0650 -4.0302 0.6984  C162 1.091
167 H -0.1189 -5.7963 1.5941  O163 0.962
168 C 0.2596 0.3535 -4.7788  O169 1.423, H170 1.096, H171 1.087, H172 1.098
169 O -1.0937 0.0596 -4.4518  C168 1.423, H173 0.982
170 H 0.5220 -0.0052 -5.7806  C168 1.096
171 H 0.4507 1.4185 -4.6736  C168 1.087
172 H 0.9588 -0.1819 -4.1221  C168 1.098
173 H -1.1474 -0.9207 -4.4408  O169 0.982
174 C 0.0738 -0.3585 -0.6983  O175 1.419, H176 1.101, H177 1.093, H178 1.094
175 O -1.0244 -0.7722 0.0996  C174 1.419, H179 0.981
176 H -0.1623 0.6706 -1.0092  C174 1.101
177 H 0.9953 -0.2715 -0.1163  C174 1.093
178 H 0.3226 -0.9929 -1.5538  C174 1.094
179 H -1.6803 -1.1473 -0.5263  O175 0.981
180 C 4.1245 -2.7230 1.4187  O181 1.423, H182 1.093, H183 1.092, H184 1.095
181 O 2.7726 -2.4119 1.1030  C180 1.423, H185 0.980
182 H 4.2087 -2.9028 2.4936  C180 1.093
183 H 4.3890 -3.6054 0.8329  C180 1.092
184 H 4.8016 -1.9204 1.1065  C180 1.095
185 H 2.6087 -1.4700 1.3195  O181 0.980
186 C -1.2497 3.2774 0.9364  O187 1.426, H188 1.094, H189 1.091, H190 1.091
187 O -1.9980 3.6461 2.0924  C186 1.426, H191 0.962
188 H -1.2588 4.0713 0.1833  C186 1.094
189 H -0.2081 3.2211 1.2576  C186 1.091
190 H -1.5572 2.3491 0.4518  C186 1.091
191 H -2.8260 4.0196 1.7745  O187 0.962